No. 1
{
  "formula": "C16H38N2O6S4",
  "method": "the ωB97M-V functional and the def2-TZVPD basis",
  "symbols": ["S", "S", "S", "S", "O", "O", "O", "O", "O", "O", "N", "N", "C", "C", "C", "C", "C", "C", "C", "C", "C", "C", "C", "C", "C", "C", "C", "C", "H", "H", "H", "H", "H", "H", "H", "H", "H", "H", "H", "H", "H", "H", "H", "H", "H", "H", "H", "H", "H", "H", "H", "H", "H", "H", "H", "H", "H", "H", "H", "H", "H", "H", "H", "H", "H", "H"],
  "coordinates": [[2.51759, -2.42386, -0.96196], [5.16328, -2.82001, 2.58109], [-0.37784, 0.61655, -2.62372], [-5.39756, -0.10027, -3.89179], [2.34466, -2.98780, 0.40902], [6.23647, -2.96787, 1.55683], [-4.04196, 0.49807, -4.01615], [-2.26331, 0.72251, 0.45369], [-2.18985, -0.23615, 2.49095], [1.01178, 0.42183, -2.10690], [-0.27236, -0.19211, 1.19449], [0.34433, 1.06729, 0.84821], [-1.65130, 0.06837, 1.46708], [-6.08792, 0.48640, -2.34121], [-5.16162, -1.79893, -3.35824], [4.21984, -4.34243, 2.57425], [-2.99947, 3.26361, 2.66365], [1.53163, 1.28006, 1.70542], [-3.36650, 1.54795, 0.82454], [2.76881, -3.82187, -2.06504], [-0.28847, 0.73242, -4.41026], [5.93812, -3.07864, 4.18325], [-2.28167, 4.48008, 3.04095], [4.19833, -1.80243, -1.05188], [-1.66576, 5.46602, 3.33798], [-2.90189, 2.97433, 1.15520], [1.82255, 2.77628, 1.80432], [-0.79131, 2.33578, -2.33905], [1.83469, -4.37803, -2.11209], [1.33259, 0.83125, 2.67431], [3.56159, -4.45921, -1.67241], [-4.51390, -1.81649, -2.48155], [-0.01150, 2.97080, -2.76046], [-0.21313, -0.83846, 0.40975], [-2.57283, 2.41970, 3.21041], [-3.51364, 3.69078, 0.60580], [5.16789, -3.10474, 4.95390], [3.68769, -4.38521, 1.62704], [6.61150, -2.24367, 4.36565], [-1.27351, 1.00297, -4.79112], [-4.69101, -2.33904, -4.17695], [4.26643, -0.94503, -0.38549], [0.89834, 3.32600, 1.98785], [-1.19181, 6.31519, 3.76879], [0.45883, 1.47508, -4.69085], [3.02836, -3.45405, -3.05774], [-1.75763, 2.54887, -2.79726], [-7.03123, -0.02453, -2.14907], [-0.85015, 2.47987, -1.26236], [2.50399, 2.97744, 2.63178], [-4.04673, 3.37541, 2.94929], [0.68630, 0.95161, -0.10277], [-0.00238, -0.24530, -4.79266], [-6.12981, -2.24568, -3.13242], [6.50095, -4.01204, 4.16891], [-1.86879, 3.07975, 0.82679], [4.90155, -5.18776, 2.67824], [-4.04595, 1.56082, -0.02734], [-5.37772, 0.29693, -1.53662], [2.26639, 3.13244, 0.87444], [-6.26397, 1.55564, -2.44025], [4.89727, -2.57330, -0.72497], [4.40975, -1.48918, -2.07441], [3.49962, -4.32155, 3.39213], [2.39961, 0.78619, 1.25481], [-3.91626, 1.12135, 1.66417]],
  "forces_ev_per_angstrom": [[0.0, 0.1, 0.0], [-0.1, 0.1, 0.0], [-0.4, 0.0, 0.0], [0.0, -0.1, 0.0], [0.0, -0.1, 0.0], [0.0, -0.1, 0.0], [0.2, 0.1, 0.0], [0.0, 0.0, 0.2], [-0.1, 0.0, 0.0], [0.2, 0.1, 0.0], [-0.4, 0.0, -0.2], [0.4, -0.3, 0.1], [0.3, 0.0, 0.0], [0.0, 0.0, 0.1], [0.0, -0.1, 0.0], [0.0, -0.2, 0.0], [0.3, 0.1, -0.3], [-0.1, 0.3, -0.5], [-0.5, 0.5, -0.1], [0.1, -0.1, 0.0], [0.1, 0.0, -0.1], [0.1, 0.0, 0.0], [0.1, 0.1, 0.0], [0.1, 0.0, -0.1], [-0.2, -0.1, 0.3], [-0.2, -0.3, 0.1], [-0.1, -0.3, 0.1], [-0.1, 0.1, 0.0], [0.0, 0.0, 0.0], [0.0, 0.0, 0.0], [0.0, 0.0, 0.0], [0.0, 0.0, 0.0], [0.0, 0.0, 0.0], [0.2, -0.1, 0.1], [-0.1, 0.0, 0.1], [0.1, 0.1, 0.0], [0.0, 0.0, 0.0], [0.0, 0.1, 0.0], [0.0, 0.0, 0.0], [0.0, 0.0, 0.1], [0.0, 0.0, 0.0], [0.0, 0.0, 0.0], [0.0, 0.0, 0.0], [0.1, 0.0, -0.2], [0.0, 0.0, 0.0], [0.0, 0.0, 0.0], [0.0, 0.0, 0.0], [0.0, 0.0, 0.0], [0.0, 0.0, 0.0], [0.1, 0.0, -0.1], [0.0, -0.1, 0.1], [-0.1, 0.2, -0.1], [0.0, 0.0, 0.0], [0.0, 0.0, 0.0], [0.0, 0.0, 0.0], [0.0, 0.0, 0.0], [0.0, 0.0, 0.0], [0.2, -0.1, -0.1], [0.0, 0.0, 0.0], [0.0, 0.1, 0.0], [0.0, 0.0, 0.0], [0.0, 0.0, 0.1], [0.0, 0.0, 0.0], [0.0, 0.0, 0.0], [0.1, -0.2, 0.3], [0.1, -0.2, 0.0]],
  "multiplicity": 1,
  "lumo_energy_ev": 0.387,
  "energy_ev": -75808.7694,
  "charge": 0
}

No. 2
{
  "formula": "C16H39BrNbO7P2S",
  "method": "the ωB97M-V functional and the def2-TZVPD basis",
  "symbols": ["Nb", "Br", "S", "P", "P", "O", "O", "O", "O", "O", "O", "O", "C", "C", "C", "C", "C", "C", "C", "C", "C", "C", "C", "C", "C", "C", "C", "C", "H", "H", "H", "H", "H", "H", "H", "H", "H", "H", "H", "H", "H", "H", "H", "H", "H", "H", "H", "H", "H", "H", "H", "H", "H", "H", "H", "H", "H", "H", "H", "H", "H", "H", "H", "H", "H", "H", "H"],
  "coordinates": [[2.72862, 2.67953, -2.41419], [1.69134, 0.27554, -2.75756], [2.34025, 3.28300, -4.78734], [6.64834, 3.24597, -2.57089], [5.12637, 1.72505, -2.58949], [7.74274, 2.75982, -3.65670], [-2.50909, 2.16941, 1.89827], [-0.54723, -3.74604, 4.27621], [6.07795, 4.51845, -3.32479], [7.26930, 3.56777, -1.28221], [1.02411, -0.39248, 0.61337], [-0.33529, 0.80860, -6.55190], [-1.69971, -4.58149, 4.21021], [-1.92832, 3.09363, 2.81721], [-0.43969, -5.23857, 6.10160], [0.89091, -1.77014, 0.28170], [-0.01283, -2.37632, 1.35390], [-0.91372, -1.19269, 1.70008], [-3.92778, 2.28368, 1.91355], [0.06753, -0.03208, 1.60488], [-4.27346, 3.13700, 3.12987], [-1.29117, 1.15830, -5.54578], [-2.24508, -0.02570, -5.43807], [-1.37688, -5.81885, 5.04101], [-0.43726, -0.57605, -6.86007], [-1.31559, -1.19230, -5.77724], [0.34351, -4.21529, 5.28633], [-3.04733, 4.04756, 3.22002], [-4.36254, 1.28382, 1.95429], [-0.84643, -6.55476, 4.43358], [2.86108, 2.33342, -0.65525], [-1.83698, -2.08705, -6.11730], [1.88187, -2.22573, 0.24786], [-0.76598, 1.32150, -4.60004], [-1.38383, -1.27286, 2.67995], [2.18821, 2.12728, -5.42802], [0.56522, -1.00483, -6.89058], [-2.26669, -6.29370, 5.45137], [7.95476, 1.84486, -3.44493], [-0.40914, 0.90190, 1.31490], [-1.78494, 2.08621, -5.83600], [-0.89488, -0.68986, -7.85185], [1.11100, 3.30121, -1.88867], [-3.04302, 0.05261, -6.18158], [6.51231, 5.27465, -2.91007], [-1.01752, -4.73969, 6.88231], [-2.89346, 4.48255, 4.20634], [-5.21390, 3.67393, 3.01351], [0.20264, -5.97988, 6.57421], [3.31683, 4.35612, -2.12256], [-1.70011, -1.07973, 0.94951], [-2.55674, -4.03790, 4.62394], [5.47663, 1.11727, -1.37492], [-1.54687, 2.54026, 3.68301], [-0.55528, -3.25360, 0.99822], [0.44248, -1.85042, -0.71503], [0.56693, -2.66892, 2.22757], [-2.70166, -0.10343, -4.45278], [0.59013, 0.12120, 2.55918], [-1.90957, -4.80946, 3.16466], [-4.34472, 2.51273, 4.02328], [-1.09046, 3.59265, 2.33150], [0.68573, -3.36574, 5.87750], [-4.25529, 2.76553, 0.98551], [-0.71147, -1.45368, -4.90683], [-3.12918, 4.86092, 2.49667], [1.21428, -4.67472, 4.80559]],
  "forces_ev_per_angstrom": [[-1.0, -1.3, -1.6], [0.2, 0.6, 0.1], [0.2, 0.8, 0.3], [-0.1, -0.6, 0.3], [0.0, -0.2, 0.0], [0.0, -0.2, -0.2], [0.0, -0.1, 0.0], [0.0, 0.0, 0.1], [0.0, 0.4, -0.3], [0.3, 0.2, 0.6], [0.1, -0.1, 0.1], [0.0, 0.1, -0.1], [0.0, 0.0, 0.0], [0.0, 0.0, 0.0], [-0.1, 0.0, 0.0], [-0.2, 0.1, 0.0], [0.0, 0.0, -0.1], [0.0, 0.0, -0.1], [0.0, 0.1, 0.0], [0.1, 0.1, 0.0], [0.1, 0.0, 0.0], [0.1, 0.0, 0.2], [0.0, 0.0, -0.1], [0.1, 0.0, 0.0], [0.0, 0.0, 0.0], [0.0, 0.0, 0.1], [0.0, -0.1, 0.0], [0.0, 0.0, 0.0], [0.0, 0.0, 0.0], [0.0, 0.0, 0.0], [-0.1, 0.3, 0.0], [0.0, 0.0, 0.0], [0.0, 0.0, 0.0], [0.0, 0.0, 0.0], [0.0, 0.0, 0.0], [-0.1, -0.4, 0.1], [0.0, 0.0, 0.0], [0.0, 0.0, 0.0], [0.2, -0.1, -0.2], [0.0, 0.0, 0.0], [0.0, 0.0, 0.0], [0.0, 0.0, 0.0], [0.6, 0.1, 0.6], [0.0, 0.0, 0.0], [-0.2, 0.2, 0.0], [0.0, 0.0, 0.0], [0.0, 0.0, 0.0], [0.0, 0.0, 0.0], [0.0, 0.0, 0.0], [-0.3, -0.1, 0.0], [0.0, 0.0, 0.0], [0.0, 0.0, 0.0], [0.2, 0.2, 0.2], [0.0, 0.0, 0.0], [0.0, 0.0, 0.0], [0.0, 0.0, 0.0], [0.0, 0.0, 0.0], [0.0, 0.0, 0.0], [-0.1, 0.0, 0.0], [0.0, 0.0, 0.0], [0.0, 0.0, 0.0], [0.0, 0.0, 0.0], [0.0, 0.0, 0.0], [0.0, 0.0, 0.0], [0.0, 0.0, 0.0], [0.0, 0.0, 0.0], [0.0, 0.0, 0.0]],
  "multiplicity": 1,
  "lumo_energy_ev": 2.170,
  "energy_ev": -132563.1675,
  "charge": -1
}

No. 3
{
  "formula": "C16H39ClN9O21P",
  "method": "the ωB97M-V functional and the def2-TZVPD basis",
  "symbols": ["Cl", "P", "O", "O", "O", "O", "O", "O", "O", "O", "O", "O", "O", "O", "O", "O", "O", "O", "O", "O", "O", "O", "O", "N", "N", "N", "N", "N", "N", "N", "N", "N", "C", "C", "C", "C", "C", "C", "C", "C", "C", "C", "C", "C", "C", "C", "C", "C", "H", "H", "H", "H", "H", "H", "H", "H", "H", "H", "H", "H", "H", "H", "H", "H", "H", "H", "H", "H", "H", "H", "H", "H", "H", "H", "H", "H", "H", "H", "H", "H", "H", "H", "H", "H", "H", "H", "H"],
  "coordinates": [[-5.24360, 0.34358, 0.31773], [-1.38555, -2.03683, 0.13699], [6.31270, 0.23294, 0.75059], [-5.61958, -0.33744, -5.78866], [-3.19584, -0.06392, -1.57813], [2.08649, 0.95504, -0.47650], [8.16555, -0.11875, 1.88921], [-10.21463, -2.71895, 1.04844], [1.31161, 3.59851, 5.93070], [1.16074, 2.98657, 0.65683], [-1.20350, -1.36822, 3.70305], [-9.97042, -1.70541, 2.98914], [4.26135, -4.20521, 1.07231], [-3.29556, -1.90667, 4.13500], [4.50556, -3.19167, 3.01300], [2.78022, -0.96019, -7.14037], [1.98731, -4.32597, -2.98058], [-3.52752, 0.20101, -6.22061], [-0.75833, 6.35593, 2.23607], [1.09452, 6.00424, 3.37469], [-0.21402, -4.24903, -2.94263], [1.28854, -2.57674, -7.26218], [-0.07480, 1.88800, 5.85846], [-2.23932, -1.31070, 4.37599], [-4.56334, 0.25854, -5.54767], [1.65180, -1.40137, -7.38720], [4.89551, -3.52625, 1.88825], [7.32823, 0.61123, 1.34613], [-9.58047, -2.03999, 1.86438], [0.44088, 2.90849, 5.38776], [0.87643, -4.30405, -3.52313], [0.25720, 6.73421, 2.83161], [1.36665, -2.28579, -0.67646], [-8.22385, -1.58152, 1.46057], [-2.30087, -0.48685, 0.77288], [6.25213, -3.06778, 1.48443], [-3.52140, -0.09297, -0.25717], [-0.02552, 3.35039, 4.04579], [-4.53094, 1.12529, -4.33880], [2.22502, -1.40051, 0.39927], [1.66946, 0.11632, 0.66829], [0.63483, -0.43345, -7.87973], [-2.20692, -0.44394, 5.58486], [7.55933, 2.07950, 1.41276], [0.48830, 8.20249, 2.89825], [1.43888, 2.27596, -0.45656], [-0.04667, -1.62243, -1.16998], [0.84369, -4.34754, -5.00998], [-1.63812, 0.47251, 0.89580], [-3.74765, 0.74366, -3.68069], [0.56792, 8.57032, 1.87323], [8.48385, 2.26711, 1.96281], [-4.31177, 2.14290, -4.66874], [2.37875, -1.93135, 1.45605], [-0.19286, -0.43412, -7.16743], [6.96586, -3.47890, 2.20138], [0.52316, 0.18833, 0.89046], [1.09027, 0.55716, -7.94085], [7.63895, 2.44733, 0.38775], [1.41282, 8.39010, 3.44829], [-0.44099, 4.35421, 4.15548], [2.03349, -2.60119, -1.59350], [6.70621, 2.52424, 1.92931], [-2.41825, -2.79838, -0.57939], [1.08808, -3.30644, -0.12363], [3.32742, -1.30611, -0.04752], [-8.01264, -1.94682, 0.45339], [0.00776, -0.49642, -1.48304], [-0.36482, 8.64723, 3.41479], [1.86830, -4.39405, -5.38479], [6.25106, -1.97608, 1.50645], [6.46334, -3.43308, 0.47725], [-3.18036, -0.48836, 6.07772], [0.28556, -5.23969, -5.30127], [-7.51012, -1.99264, 2.17752], [1.09916, 2.74394, -1.49505], [-2.78592, -0.78950, 1.82104], [-0.78776, 2.65423, 3.68968], [0.34757, -3.43815, -5.35539], [0.31015, -0.77023, -8.86637], [-5.50438, 1.08088, -3.84594], [2.26655, 0.52727, 1.61489], [-0.36420, -2.21546, -2.15668], [-1.98775, 0.57367, 5.25492], [-1.42363, -0.82557, 6.24297], [-8.22492, -0.48982, 1.48258], [0.83954, 3.34910, 3.37938]],
  "forces_ev_per_angstrom": [[2.2, -0.6, -0.7], [0.7, -0.3, 0.4], [1.4, 0.4, 0.9], [1.7, 0.8, 0.1], [-3.0, 0.1, 8.7], [-3.1, 3.4, 0.3], [-1.4, 0.8, -0.9], [0.7, 1.0, 1.3], [-1.4, -1.3, -0.6], [1.8, -4.9, -6.8], [-1.6, 0.0, 0.8], [0.4, -0.5, -1.6], [0.6, 1.0, 1.3], [1.4, 0.7, -0.1], [0.3, -0.5, -1.6], [-1.6, -1.0, -0.3], [-1.7, -0.1, -0.6], [-1.4, -0.1, 0.7], [1.4, 0.3, 0.9], [-1.2, 1.0, -0.9], [1.5, -0.2, -0.6], [0.7, 1.6, -0.2], [0.8, 1.3, -0.3], [0.1, -0.6, -0.6], [-0.3, -0.6, -0.7], [1.0, -0.3, 0.3], [-0.9, -0.4, 0.1], [0.0, -1.0, 0.1], [-1.1, -0.4, 0.2], [0.4, -0.1, 0.8], [0.3, -0.2, 0.8], [0.0, -1.0, 0.0], [-0.2, -0.8, 0.7], [0.2, 0.0, -0.3], [-2.6, 0.7, 0.3], [0.2, 0.0, -0.2], [3.5, 0.2, -6.8], [-0.2, -0.2, -0.2], [-0.1, 0.1, 0.2], [0.8, 0.4, -0.2], [1.5, -0.8, 2.0], [-0.1, 0.3, -0.1], [-0.3, 0.1, 0.2], [0.2, 0.2, 0.1], [0.2, 0.2, 0.1], [-0.8, 2.0, 5.0], [0.1, -0.4, -1.8], [0.2, 0.0, -0.1], [-1.2, -1.9, -0.3], [-0.1, 0.1, -0.1], [-0.2, -0.1, 0.2], [-0.2, -0.2, -0.1], [0.1, -0.2, 0.0], [-0.7, 1.1, -2.3], [0.1, -0.1, -0.2], [-0.2, 0.2, 0.0], [2.2, -0.1, -0.7], [0.0, -0.3, 0.1], [-0.2, -0.1, 0.2], [-0.2, -0.2, -0.1], [0.3, -0.3, -0.1], [-1.4, 1.0, 1.9], [0.1, -0.1, -0.2], [0.6, 1.2, 0.2], [0.6, 2.2, -1.3], [-2.3, 0.1, 1.0], [-0.2, 0.0, 0.3], [0.0, -2.1, 0.8], [0.1, -0.1, -0.2], [-0.3, 0.1, 0.2], [0.0, -0.3, 0.1], [-0.2, 0.0, 0.3], [0.2, -0.1, -0.2], [0.0, 0.2, 0.1], [-0.2, 0.2, 0.0], [1.2, -1.4, 2.0], [1.2, 0.8, -2.3], [0.2, 0.1, 0.2], [0.0, -0.3, 0.1], [0.0, 0.0, 0.3], [0.2, -0.1, -0.2], [-1.5, -0.9, -1.9], [0.6, 1.4, 2.2], [0.2, -0.3, 0.1], [0.0, 0.2, -0.2], [0.0, -0.2, 0.1], [-0.2, 0.2, 0.1]],
  "multiplicity": 1,
  "smiles": "O=COCCCCPCC(=O)Cl.C[N+](=O)[O-].C[N+](=O)[O-].C[N+](=O)[O-].C[N+](=O)[O-].C[N+](=O)[O-].C[N+](=O)[O-].C[N+](=O)[O-].C[N+](=O)[O-].C[N+](=O)[O-]",
  "lumo_energy_ev": -0.390,
  "energy_ev": -95412.8900,
  "charge": 0
}